1.
{"formula": "C7H13NO", "method": "the ωB97M-V functional and the def2-TZVPD basis", "symbols": ["C", "C", "C", "C", "C", "C", "C", "N", "O", "H", "H", "H", "H", "H", "H", "H", "H", "H", "H", "H", "H", "H"], "xyz": [[0.17, 0.99, 1.63], [-0.27, 1.53, 0.28], [0.40, 0.71, -0.83], [0.38, -0.82, -0.63], [-0.64, 1.18, 2.88], [1.39, -1.62, -1.53], [-1.09, -1.35, -0.60], [0.77, -1.03, 0.82], [1.95, -1.20, 1.08], [-1.30, 1.67, 0.12], [0.22, 2.46, 0.25], [-0.05, 0.97, -1.78], [1.45, 0.93, -0.94], [-1.52, 0.64, 2.73], [-0.74, 2.30, 3.02], [-0.18, 0.86, 3.72], [1.23, -2.76, -1.27], [2.40, -1.41, -1.15], [1.38, -1.57, -2.59], [-1.74, -0.59, -0.69], [-1.30, -2.03, 0.28], [-1.29, -2.03, -1.50]], "e_above_lowest_kcal_mol": 167.05, "homo_ev": [-7.49, -7.95], "orbital_gap_ev": [7.377, 7.981]}

=====

2.
{"formula": "C7H13NO2", "method": "the ωB97M-V functional and the def2-TZVPD basis", "symbols": ["C", "C", "C", "C", "C", "C", "C", "O", "N", "O", "H", "H", "H", "H", "H", "H", "H", "H", "H", "H", "H", "H", "H"], "xyz": [[-0.50, 0.13, -0.75], [-0.58, -0.45, -2.12], [-0.54, 1.62, -0.65], [-1.67, -0.75, 1.53], [1.26, 0.37, 1.61], [-0.65, -1.19, 0.48], [0.84, -0.44, 0.41], [2.84, 0.03, -0.48], [1.66, -0.71, -0.56], [-0.72, -2.33, 0.02], [3.30, -0.22, -1.30], [-0.42, -1.52, -2.10], [0.34, 2.07, -1.11], [-1.62, -0.29, -2.43], [0.10, 0.03, -2.83], [-1.42, 1.96, -1.20], [-0.62, 1.99, 0.37], [-1.55, -1.36, 2.42], [-2.66, -0.91, 1.11], [-1.60, 0.30, 1.82], [1.43, 1.42, 1.35], [0.56, 0.28, 2.43], [2.21, -0.02, 1.98]], "e_above_lowest_kcal_mol": 149.64, "homo_ev": -7.59, "orbital_gap_ev": 7.312}

=====

3.
{"formula": "C7H13NO3", "method": "the ωB97M-V functional and the def2-TZVPD basis", "symbols": ["C", "C", "C", "C", "C", "C", "C", "H", "H", "H", "H", "H", "H", "H", "H", "H", "H", "H", "H", "H", "N", "O", "O", "O"], "xyz": [[1.33, 0.68, 0.62], [0.20, 1.55, 0.49], [-0.64, 0.95, -0.66], [-2.10, 0.28, -0.32], [-1.54, -1.30, -0.24], [-0.18, -0.99, 0.41], [1.26, -1.08, 0.43], [1.84, 1.96, -0.90], [1.81, 0.75, 1.56], [-0.43, 2.00, 1.38], [0.51, 2.54, -0.01], [-0.67, 1.60, -1.66], [-2.62, 0.22, -1.30], [-2.68, 0.41, 0.61], [-1.60, -1.72, -1.21], [-2.14, -1.96, 0.47], [0.37, -1.44, 2.41], [-0.61, -0.39, -1.63], [1.96, -1.44, 1.46], [1.79, -1.13, -1.54], [0.20, -0.20, -1.00], [2.35, 0.80, -0.25], [-0.54, -0.43, 1.49], [2.13, -1.67, -0.61]], "e_above_lowest_kcal_mol": 377.78, "homo_ev": -8.36, "orbital_gap_ev": 6.895}

=====

4.
{"formula": "C7H13NO3S", "method": "the ωB97M-V functional and the def2-TZVPD basis", "symbols": ["C", "C", "C", "C", "C", "C", "C", "N", "O", "O", "O", "S", "H", "H", "H", "H", "H", "H", "H", "H", "H", "H", "H", "H", "H"], "xyz": [[-1.67, 0.81, -1.54], [-0.54, -1.48, -1.67], [-0.81, -0.18, -2.37], [-1.24, -0.30, 0.88], [0.43, 1.28, 1.74], [1.03, -1.13, 1.36], [0.21, 0.05, 0.84], [-1.54, -2.25, -1.32], [-1.43, -3.40, -0.90], [-2.72, -1.67, -1.34], [0.39, 0.51, -2.66], [-2.48, 0.02, -0.13], [-1.03, 1.62, -1.18], [-2.47, 1.23, -2.15], [0.44, -1.91, -1.68], [-1.36, -0.39, -3.30], [-1.58, -0.73, 1.81], [-0.12, 2.14, 1.36], [1.48, 1.53, 1.79], [0.08, 1.07, 2.75], [0.86, -1.27, 2.42], [2.09, -0.96, 1.20], [0.75, -2.05, 0.85], [0.54, 0.30, -0.17], [0.95, -0.05, -3.21]], "e_above_lowest_kcal_mol": 139.15, "homo_ev": -8.17, "orbital_gap_ev": 8.162}

=====

5.
{"formula": "C7H13NO4S", "method": "the ωB97M-V functional and the def2-TZVPD basis", "symbols": ["O", "O", "O", "O", "N", "C", "C", "C", "C", "C", "C", "C", "S", "H", "H", "H", "H", "H", "H", "H", "H", "H", "H", "H", "H", "H"], "xyz": [[1.07, 0.90, -3.03], [-1.59, -2.90, 2.27], [-1.11, -0.41, 2.92], [2.34, 0.98, -1.33], [1.26, 0.79, -1.89], [-0.97, 2.64, -1.34], [-0.27, 1.75, -0.28], [1.40, -0.97, 0.67], [0.10, 0.48, -1.04], [0.23, -0.88, -0.36], [0.90, -1.85, 1.88], [-1.18, -1.12, 0.36], [-0.87, -1.60, 2.05], [-1.69, 1.93, -1.94], [-0.17, 3.00, -2.01], [-1.57, 3.43, -0.82], [0.66, 2.13, 0.12], [-0.81, 1.54, 0.63], [2.31, -1.39, 0.21], [1.73, -0.04, 1.04], [-0.71, 0.28, -1.74], [0.28, -1.64, -1.17], [1.37, -1.76, 2.82], [0.86, -2.85, 1.57], [-1.60, -2.00, -0.12], [-1.96, -0.44, 0.50]], "e_above_lowest_kcal_mol": 105.87, "smiles": "CC[C@H]([C@H]1CCS(=O)(=O)C1)[N+](=O)[O-]", "homo_ev": -10.66, "orbital_gap_ev": 10.873}

=====

6.
{"formula": "C7H13NOPW", "method": "the ωB97M-V functional and the def2-TZVPD basis", "symbols": ["C", "C", "C", "C", "C", "W", "P", "H", "H", "H", "H", "H", "H", "H", "H", "C", "C", "N", "O", "H", "H", "H", "H", "H"], "xyz": [[-2.32, -0.84, -1.23], [-1.79, -1.87, -2.08], [-0.46, -2.19, -2.44], [0.75, -1.62, -2.07], [0.86, -0.63, -1.07], [-0.74, -1.50, -0.29], [-2.42, 0.18, 1.40], [-3.36, -0.55, -1.23], [-2.47, -2.52, -2.63], [-0.32, -3.02, -3.17], [1.82, -0.14, -0.99], [1.69, -1.98, -2.53], [-2.34, -0.12, 2.79], [-3.86, -0.06, 1.32], [-2.52, 1.60, 1.53], [2.31, 1.80, 2.43], [1.49, 1.34, 1.29], [1.69, 1.96, 0.09], [0.64, 0.48, 1.57], [3.09, 2.46, 2.08], [2.69, 0.88, 2.89], [1.61, 2.29, 3.11], [1.43, 1.52, -0.78], [2.52, 2.55, 0.02]], "spin_multiplicity": 3, "charge": 1, "homo_ev": [-10.68, -12.76], "orbital_gap_ev": [5.996, 8.303]}

=====

7.
{"formula": "C7H13NOS3", "method": "the ωB97M-V functional and the def2-TZVPD basis", "symbols": ["C", "C", "C", "C", "C", "C", "C", "N", "O", "S", "S", "S", "H", "H", "H", "H", "H", "H", "H", "H", "H", "H", "H", "H", "H"], "xyz": [[-1.53, 1.15, 0.02], [1.27, 0.44, -0.61], [0.15, -0.50, -0.15], [-0.59, -1.18, -1.29], [0.77, -1.50, 0.91], [-3.64, 0.05, 1.14], [1.64, 2.41, 1.32], [-0.93, 0.17, 0.54], [3.68, 1.57, -0.07], [-0.83, 2.23, -1.09], [-3.23, 1.61, 0.37], [2.48, 0.95, 0.61], [1.66, 0.46, -1.59], [-1.39, -1.92, -0.90], [0.28, -1.66, -1.94], [-1.14, -0.46, -1.92], [-0.06, -2.21, 1.10], [0.93, -0.99, 1.92], [1.71, -1.86, 0.67], [-4.64, 0.08, 1.71], [-2.87, -0.29, 1.79], [-3.95, -0.77, 0.44], [2.05, 2.81, 2.18], [0.62, 2.17, 1.49], [1.80, 3.30, 0.72]], "e_above_lowest_kcal_mol": 90.18, "homo_ev": [-9.02, -8.78], "orbital_gap_ev": [7.366, 6.487]}

=====

8.
{"formula": "C7H13NSb", "method": "the ωB97M-V functional and the def2-TZVPD basis", "symbols": ["N", "Sb", "C", "C", "C", "C", "C", "C", "C", "H", "H", "H", "H", "H", "H", "H", "H", "H", "H", "H", "H", "H"], "xyz": [[-1.91, 1.87, -0.39], [0.15, 2.38, -0.41], [0.69, 0.43, -1.44], [0.40, -0.69, -0.41], [-0.93, -1.17, -0.04], [-1.17, -2.20, 0.96], [0.00, -2.77, 1.63], [1.34, -2.31, 1.27], [1.57, -1.28, 0.27], [-2.45, 2.73, -0.46], [-2.13, 1.30, -1.22], [-0.08, 3.19, -1.95], [-0.31, 3.85, 0.47], [0.32, 1.51, 1.12], [1.85, 2.82, -0.31], [1.80, 0.50, -1.62], [0.15, 0.30, -2.41], [-1.81, -0.71, -0.54], [-2.21, -2.51, 1.18], [-0.12, -3.54, 2.43], [2.22, -2.76, 1.80], [2.61, -0.94, 0.06]], "charge": -1, "homo_ev": -3.63, "orbital_gap_ev": 7.361}

=====

9.
{"formula": "C7H13O", "method": "the ωB97M-V functional and the def2-TZVPD basis", "symbols": ["C", "O", "C", "C", "C", "C", "C", "C", "H", "H", "H", "H", "H", "H", "H", "H", "H", "H", "H", "H", "H"], "xyz": [[1.87, 1.41, -1.68], [1.46, 2.60, -2.13], [0.89, 0.22, -1.90], [-0.34, 0.30, -0.96], [0.00, 0.33, 0.53], [-0.12, -1.07, 1.27], [-2.23, -1.05, 1.76], [-1.09, -1.37, 2.48], [2.18, 1.47, -0.60], [2.84, 1.01, -2.14], [0.60, 0.17, -2.95], [1.44, -0.69, -1.59], [-1.04, -0.53, -1.15], [-0.84, 1.22, -1.29], [0.95, 0.80, 0.77], [-0.79, 0.96, 0.97], [-0.29, -1.81, 0.48], [0.92, -1.15, 1.63], [-2.72, -1.81, 1.15], [-0.92, -0.88, 3.43], [-2.78, -0.12, 1.92]], "e_above_lowest_kcal_mol": 88.06, "smiles": "C=CCCCCC[O-]", "charge": -1, "homo_ev": -2.16, "orbital_gap_ev": 4.934}

=====

10.
{"formula": "C7H13O", "method": "the ωB97M-V functional and the def2-TZVPD basis", "symbols": ["C", "O", "C", "C", "C", "C", "C", "C", "H", "H", "H", "H", "H", "H", "H", "H", "H", "H", "H", "H", "H"], "xyz": [[2.77, 1.84, 0.20], [2.72, 3.11, 0.63], [1.35, 1.22, 0.06], [1.23, -0.02, -0.79], [-0.15, -0.52, -1.03], [-2.99, -1.83, 1.17], [-2.29, -1.35, -0.05], [-0.93, -1.12, -0.05], [3.34, 1.12, 0.83], [3.20, 1.75, -0.84], [0.66, 2.06, -0.47], [0.96, 1.15, 1.08], [1.75, -0.85, -0.30], [1.77, 0.19, -1.72], [-0.59, -0.34, -2.00], [-0.04, 2.16, -1.15], [-2.89, -2.93, 1.25], [-4.05, -1.62, 1.21], [-2.48, -1.46, 2.06], [-2.85, -0.89, -0.86], [-0.49, -1.68, 0.79]], "e_above_lowest_kcal_mol": 128.46, "charge": -1, "homo_ev": -2.48, "orbital_gap_ev": 4.834}